No. 1
Density functional theory data (ωB97M-V with the def2-TZVPD basis set) for a structure of composition C47H39BrClIrN3O4P2.

Last column: Löwdin charge in e.
CARTESIAN COORDINATES (ANGSTROEM)
1 Ir 0.1308 -0.2333 0.4322  0.848
2 O -0.8343 2.8586 -2.1221  0.080
3 C -1.5896 2.2654 -3.0641  -0.256
4 C -2.2604 3.0877 -3.9704  0.006
5 C -3.0644 2.5418 -4.9496  -0.063
6 C -3.2139 1.1613 -5.0647  -0.082
7 C -2.5410 0.3442 -4.1789  -0.048
8 C -1.7356 0.8761 -3.1699  -0.107
9 C -1.0807 -0.0870 -2.2056  -0.341
10 O -0.0006 0.3720 -1.5360  -0.311
11 N -2.1727 -0.4354 -1.1850  0.142
12 N -1.9219 -0.5521 0.0348  -0.054
13 C -3.0406 -0.7741 0.8506  -0.084
14 C -2.9620 -1.3453 2.0341  0.001
15 Br 0.1198 -0.4827 2.9019  0.239
16 C -3.0530 -1.9718 3.1641  -0.033
17 C -3.2056 -3.4224 3.3530  -0.229
18 C -3.1096 -3.9370 4.6431  -0.029
19 C -3.2684 -5.2969 4.8632  -0.068
20 C -3.5212 -6.1462 3.7969  -0.070
21 C -3.6121 -5.6371 2.5061  -0.068
22 C -3.4568 -4.2815 2.2835  -0.037
23 H -0.3813 2.1471 -1.6273  0.063
24 H -2.1310 4.1577 -3.8772  0.126
25 H -3.5771 3.1979 -5.6406  0.112
26 H -3.8300 0.7369 -5.8446  0.106
27 H -2.6134 -0.7356 -4.2790  0.115
28 H -0.9070 -1.0490 -2.7119  0.123
29 H -3.1370 -0.5259 -1.5143  0.182
30 H -3.9996 -0.4973 0.4182  0.135
31 H -2.9690 -1.3541 4.0551  0.140
32 H -2.9152 -3.2702 5.4741  0.121
33 H -3.1989 -5.6905 5.8683  0.112
34 H -3.6517 -7.2062 3.9691  0.111
35 H -3.8119 -6.3005 1.6753  0.111
36 H -3.5363 -3.8851 1.2781  0.113
37 N 2.5924 -1.6783 0.2114  -0.320
38 P 2.4221 0.0835 0.4374  0.838
39 C 3.4641 0.5548 -0.9743  -0.310
40 C 2.9695 1.2328 -2.0836  -0.080
41 C 3.7978 1.4776 -3.1691  -0.063
42 C 5.1219 1.0614 -3.1471  -0.072
43 C 5.6217 0.4006 -2.0343  -0.068
44 C 4.7945 0.1442 -0.9505  -0.084
45 C 3.4023 0.2611 1.9620  -0.332
46 C 4.0310 1.4621 2.2946  -0.067
47 C 4.7955 1.5565 3.4462  -0.064
48 C 4.9352 0.4610 4.2857  -0.069
49 C 4.3149 -0.7351 3.9623  -0.069
50 C 3.5579 -0.8379 2.8053  -0.131
51 P 1.0518 -2.2499 -0.0345  0.773
52 C 0.8212 -3.8184 0.8266  -0.335
53 C 0.0750 -3.9303 1.9959  -0.100
54 C -0.0073 -5.1527 2.6491  -0.062
55 C 0.6604 -6.2586 2.1470  -0.058
56 C 1.4066 -6.1530 0.9792  -0.064
57 C 1.4822 -4.9402 0.3163  -0.088
58 C 0.8102 -2.7022 -1.7711  -0.355
59 C -0.2652 -3.5208 -2.1219  -0.105
60 C -0.5812 -3.7212 -3.4573  -0.078
61 C 0.1742 -3.1046 -4.4482  -0.070
62 C 1.2525 -2.3009 -4.1030  -0.054
63 C 1.5711 -2.0972 -2.7672  -0.074
64 H 3.4352 -2.1684 -0.0620  0.086
65 H 1.9423 1.5648 -2.1007  0.092
66 H 3.4089 2.0055 -4.0302  0.110
67 H 5.7676 1.2625 -3.9918  0.108
68 H 6.6582 0.0916 -2.0040  0.109
69 H 5.1957 -0.3591 -0.0772  0.111
70 H 3.9358 2.3218 1.6498  0.101
71 H 5.2820 2.4924 3.6876  0.109
72 H 5.5275 0.5396 5.1880  0.108
73 H 4.4159 -1.5942 4.6123  0.108
74 H 3.0710 -1.7731 2.5713  0.080
75 H -0.4308 -3.0645 2.3973  0.015
76 H -0.5936 -5.2355 3.5551  0.101
77 H 0.5991 -7.2079 2.6630  0.111
78 H 1.9238 -7.0165 0.5829  0.111
79 H 2.0507 -4.8695 -0.6038  0.112
80 H -0.8462 -4.0137 -1.3497  0.109
81 H -1.4080 -4.3654 -3.7270  0.109
82 H -0.0709 -3.2615 -5.4904  0.111
83 H 1.8470 -1.8291 -4.8744  0.114
84 H 2.3987 -1.4505 -2.5023  0.094
85 Cl 0.1462 8.3966 1.7389  0.693
86 C 0.3525 6.7003 1.4672  -0.658
87 C 1.6132 6.2104 1.1600  -0.085
88 C 1.7717 4.8535 0.9424  0.003
89 C 0.6791 3.9972 1.0332  -0.123
90 C -0.5793 4.5052 1.3398  0.000
91 C -0.7478 5.8599 1.5592  -0.085
92 C 0.8536 2.5452 0.7885  -0.525
93 O 2.0079 2.1206 0.4926  -0.134
94 O -0.1712 1.8015 0.8661  -0.199
95 H 2.4521 6.8882 1.0916  0.110
96 H 2.7434 4.4520 0.6896  0.119
97 H -1.4211 3.8308 1.4053  0.121
98 H -1.7183 6.2701 1.7998  0.109

molecular weight = 1079.37 g mol⁻¹
net charge = +1
electronic energy = -6100.78383 Ha
HOMO energy = -10.9 eV
orbital gap = 6.12 eV
relative energy (zero: lowest compared OMol25 entry of this formula, charge and spin) = 107.9 kJ/mol



No. 2
Density functional theory data (ωB97M-V with the def2-TZVPD basis set) for a structure of composition C47H39FN11O3W in a non-equilibrium geometry.

Last column: Löwdin charge in e.
CARTESIAN COORDINATES (ANGSTROEM)
1 W -0.3511 0.0444 0.1963  1.984
2 C -3.6376 1.8756 -1.5106  -0.018
3 C -2.4338 0.9889 -1.6743  -0.227
4 N -1.2865 1.5039 -0.9482  -0.023
5 C -1.2868 2.7990 -0.5501  -0.195
6 C -2.3653 3.6296 -0.7869  0.012
7 N -3.5585 3.1110 -1.1739  0.132
8 C -0.1742 3.0597 0.3399  -0.158
9 C 0.1530 4.2558 0.9408  0.094
10 C 1.1509 4.3042 1.9221  -0.074
11 C 1.8802 3.1240 2.1274  0.102
12 C 1.5584 1.9667 1.4575  -0.165
13 N 0.4821 1.9080 0.6262  -0.014
14 C 2.2860 0.7119 1.4760  -0.163
15 C 3.3809 0.4015 2.2848  -0.019
16 N 3.9940 -0.7614 2.2276  0.146
17 C 3.5559 -1.6346 1.3195  -0.058
18 C 2.4693 -1.3694 0.5178  -0.065
19 N 1.7965 -0.2088 0.6024  0.000
20 C 1.3842 5.5164 2.7304  -0.159
21 C 2.4009 5.5676 3.6844  0.005
22 C 2.5010 6.6782 4.5126  -0.100
23 N 1.6701 7.7034 4.4248  0.094
24 C 0.7221 7.6959 3.5004  -0.099
25 C 0.5430 6.6276 2.6331  0.006
26 H -4.6087 1.4593 -1.7546  0.138
27 H -2.2246 0.8635 -2.7431  0.185
28 H -2.3499 4.6914 -0.5830  0.135
29 H -0.3858 5.1386 0.6371  0.123
30 H 2.7123 3.0976 2.8154  0.119
31 H 3.7572 1.1154 3.0079  0.138
32 H 4.0938 -2.5706 1.2475  0.128
33 H 2.1054 -2.0826 -0.2080  0.110
34 H 3.1293 4.7755 3.7943  0.106
35 H 3.2670 6.7424 5.2757  0.122
36 H 0.0790 8.5665 3.4599  0.122
37 H -0.2511 6.6985 1.9043  0.106
38 C -5.3585 1.8269 2.2072  -0.052
39 C -5.6842 0.8481 1.2848  -0.052
40 C -4.6876 0.1211 0.6535  -0.034
41 C -3.3395 0.3637 0.9391  -0.275
42 C -3.0199 1.3535 1.8806  -0.045
43 C -4.0237 2.0705 2.5074  -0.053
44 N -2.3442 -0.3852 0.2533  -0.122
45 N -2.6074 -0.3980 -1.1487  -0.052
46 C -1.6591 -1.2641 -1.8461  -0.291
47 C -2.1596 -2.2411 -2.6803  0.006
48 C -1.2650 -3.0231 -3.4000  -0.047
49 C 0.0998 -2.7938 -3.2748  -0.064
50 C 0.5784 -1.8090 -2.4203  -0.098
51 C -0.2842 -0.9968 -1.6878  -0.197
52 H -6.1385 2.3968 2.6932  0.118
53 H -6.7217 0.6431 1.0568  0.119
54 H -4.9309 -0.6687 -0.0458  0.121
55 H -1.9949 1.5661 2.1378  0.089
56 H -3.7640 2.8310 3.2327  0.116
57 H -3.2302 -2.3760 -2.7682  0.129
58 H -1.6348 -3.7929 -4.0639  0.119
59 H 0.7996 -3.3834 -3.8521  0.117
60 H 1.6514 -1.6584 -2.3572  0.102
61 F -0.5721 -6.6471 -1.3094  0.085
62 C -0.3395 -6.2150 -0.0585  -0.173
63 C -0.3134 -4.8680 0.1382  0.104
64 C -0.1210 -4.3227 1.4128  -0.039
65 C -0.1173 -2.8900 1.5647  -0.252
66 O -0.3058 -2.1464 0.5542  -0.138
67 C 0.1281 -2.4128 2.8689  -0.020
68 C 0.3054 -3.3017 3.8961  0.075
69 N 0.2530 -4.6352 3.7769  0.058
70 C 0.3908 -5.3704 5.0344  -0.202
71 C 1.1733 -6.6363 5.2245  -0.067
72 C -0.3225 -6.6442 5.3753  -0.066
73 C 0.0565 -5.1897 2.5126  -0.075
74 C 0.0424 -6.5675 2.2687  0.062
75 C -0.1615 -7.1266 1.0098  -0.111
76 N -0.1419 -8.5157 0.8587  -0.075
77 C -0.1129 -9.1399 -0.4719  -0.115
78 C 0.0569 -10.6568 -0.3401  -0.074
79 N 0.8680 -10.9541 0.8775  0.073
80 C 0.1057 -10.6037 2.1216  -0.063
81 C -0.7737 -9.3751 1.8514  -0.112
82 C 0.2095 -0.9518 3.1385  -0.510
83 O 0.6751 -0.5043 4.1529  0.154
84 O -0.2701 -0.1930 2.1685  -0.185
85 H -0.4682 -4.2020 -0.7025  0.131
86 H 0.4902 -2.8963 4.8822  0.160
87 H 0.4691 -4.6663 5.8470  0.149
88 H 1.7730 -6.6906 6.1221  0.118
89 H 1.6497 -7.0987 4.3727  0.097
90 H -0.7288 -6.7062 6.3748  0.120
91 H -0.9544 -7.1094 4.6328  0.091
92 H 0.2141 -7.2521 3.0791  0.074
93 H 0.7267 -8.7248 -1.0278  0.138
94 H -1.0222 -8.9590 -1.0477  0.139
95 H 0.5588 -11.0484 -1.2218  0.148
96 H -0.8962 -11.1714 -0.2363  0.144
97 H 1.7259 -10.4017 0.8351  0.190
98 H 1.1440 -11.9369 0.9014  0.195
99 H 0.8220 -10.4262 2.9209  0.140
100 H -0.5178 -11.4516 2.3994  0.146
101 H -0.9255 -8.8470 2.7871  0.119
102 H -1.7638 -9.6877 1.5007  0.144

molecular weight = 1008.74 g mol⁻¹
net charge = +3
electronic energy = -2808.51706 Ha
HOMO energy (spin up / spin down) = -14.4 / -14.4 eV
orbital gap (spin up / spin down) = 5.21 / 5.44 eV
relative energy (zero: lowest compared OMol25 entry of this formula, charge and spin) = 90.2 kJ/mol